Density functional theory data (the ωB97M-V functional and the def2-TZVPD basis) for 8 unconnected molecules or ions with the total composition C20H22Cl4F6O18 at a distorted geometry.

XYZ file:
```
70
C20H22Cl4F6O18, DFT the ωB97M-V functional and the def2-TZVPD basis
O 2.7309 6.5353 2.3704
C 2.4752 5.4592 2.0055
O 1.3737 5.1290 1.2954
C 1.2891 3.7316 1.2272
C 2.7075 3.2582 1.5227
F 3.4952 3.2078 0.3912
O 3.1894 4.3462 2.3041
H 0.6774 3.3443 2.0489
H 0.9475 3.2702 0.3056
H 2.8054 2.3457 2.1038
O -5.3353 -5.2279 -4.4070
C -4.1862 -5.1190 -4.3327
O -3.3254 -6.1191 -4.0614
C -2.0638 -5.5520 -3.7491
C -2.1348 -4.2561 -4.5326
F -1.7734 -4.4567 -5.8280
O -3.4895 -3.9485 -4.4328
H -2.0192 -5.3220 -2.6831
H -1.2384 -6.1841 -4.0529
H -1.5532 -3.4263 -4.1439
O 1.9927 0.3370 0.0639
C 2.1278 -0.2766 1.0611
O 1.1931 -0.3274 2.0379
C 1.8262 -0.7875 3.2397
C 3.0635 -1.5198 2.7198
F 2.8821 -2.8634 2.5875
O 3.2474 -0.9209 1.4630
H 2.1038 0.1450 3.7504
H 1.1887 -1.3115 3.9459
H 3.9139 -1.3283 3.3700
O 0.9687 -3.5801 -2.4009
C 2.0034 -3.7742 -1.8837
O 2.3343 -3.2311 -0.7000
C 3.7456 -3.4621 -0.4112
C 4.1278 -4.4603 -1.4985
F 4.2367 -5.7432 -0.9779
O 3.0618 -4.4429 -2.4024
H 4.1505 -2.4587 -0.5007
H 3.7549 -3.9189 0.5724
H 5.0899 -4.2192 -1.9531
O -1.0801 1.7224 0.6345
C -1.0150 1.0352 -0.3162
O -1.4389 -0.2351 -0.3616
C -0.8093 -0.8437 -1.5052
C -0.6030 0.3608 -2.4023
F -1.7323 0.6399 -3.1035
O -0.4235 1.4025 -1.4717
H 0.1061 -1.3344 -1.1733
H -1.4381 -1.5761 -2.0066
H 0.1960 0.2344 -3.1291
O -5.6827 2.2824 -0.6459
C -5.3919 2.5308 0.4396
O -5.4728 3.7522 0.9962
C -5.2212 3.6310 2.4022
C -4.4412 2.3367 2.4682
F -4.7385 1.6620 3.6064
O -4.8863 1.6328 1.3320
H -4.6772 4.4853 2.7963
H -6.1967 3.5875 2.8875
H -3.3586 2.4192 2.3975
Cl -2.4899 1.9732 5.8350
C -1.0437 2.3284 4.8582
Cl 0.4097 1.5311 5.5064
H -1.1626 1.9808 3.8384
H -0.8983 3.3987 4.9172
Cl 2.4798 4.8970 -2.5434
C 2.4123 3.1518 -2.7182
Cl 2.1295 2.7081 -4.4393
H 3.3189 2.6889 -2.3518
H 1.5643 2.7443 -2.1821
```

Output
Orbital gap   10.80 eV
Total charge   0
LUMO energy   -0.22 eV
F_max   0.0639 hartree/bohr